(1)
The following is a DFT calculation (ωB97M-V/def2-TZVPD) of C37H28CeIN5O4S as an isolated structure at a distorted geometry.

Each line ends with the Mulliken charge.
Geometry (Å):
1 Ce 5.816 -6.367 15.582  0.752
2 C 3.493 -5.619 18.622  -1.305
3 C 4.948 -5.360 18.892  0.584
4 C 5.284 -4.243 19.653  -0.202
5 C 6.624 -4.070 19.972  -0.736
6 C 7.567 -5.049 19.520  -0.682
7 C 7.159 -6.092 18.668  0.652
8 N 5.863 -6.146 18.272  -0.152
9 C 8.166 -6.986 18.143  0.299
10 C 9.201 -7.546 18.945  -0.663
11 C 10.254 -8.202 18.293  -0.767
12 C 10.121 -8.513 16.927  -1.203
13 C 9.067 -7.815 16.163  0.597
14 N 8.109 -7.079 16.777  0.428
15 C 8.960 -7.867 14.641  1.007
16 C 9.746 -8.773 13.932  -1.274
17 C 9.662 -8.727 12.529  -0.772
18 C 8.805 -7.836 11.901  -1.079
19 C 7.993 -6.959 12.674  0.846
20 C 7.129 -5.871 12.155  -1.083
21 N 8.145 -6.986 14.028  0.647
22 H 3.076 -6.094 19.565  0.418
23 H 3.479 -6.413 17.826  0.184
24 H 2.901 -4.753 18.309  0.331
25 H 4.461 -3.568 19.912  0.388
26 H 7.098 -3.169 20.331  0.429
27 H 8.582 -4.912 19.955  0.438
28 H 9.287 -7.365 20.029  0.535
29 H 11.121 -8.489 18.836  0.523
30 H 10.981 -8.883 16.395  0.384
31 H 10.396 -9.476 14.411  0.524
32 H 10.259 -9.427 11.922  0.446
33 H 8.790 -7.717 10.816  0.532
34 H 7.196 -5.859 11.045  0.507
35 H 7.453 -4.909 12.494  0.149
36 H 6.070 -5.962 12.422  0.197
37 O 2.844 -3.053 15.361  -0.613
38 C 3.782 -3.806 15.335  0.004
39 O 3.849 -5.125 15.397  -0.482
40 C 5.114 -3.129 15.106  0.620
41 C 5.149 -1.859 14.489  -0.699
42 C 6.382 -1.310 14.142  -1.064
43 C 7.529 -2.019 14.392  0.681
44 C 8.858 -1.699 14.019  -0.752
45 C 9.984 -2.486 14.346  -1.005
46 C 9.848 -3.615 15.154  -0.521
47 C 8.615 -3.984 15.665  -0.468
48 C 7.476 -3.291 15.155  0.806
49 N 6.221 -3.834 15.396  0.692
50 H 4.232 -1.255 14.346  0.726
51 H 6.507 -0.360 13.661  0.519
52 H 8.988 -0.727 13.532  0.414
53 H 10.978 -2.234 13.917  0.380
54 H 10.762 -4.199 15.393  0.442
55 H 8.498 -4.832 16.360  0.316
56 I 7.903 -14.494 13.215  0.192
57 C 6.893 -12.776 13.736  -0.073
58 C 6.533 -12.587 15.090  -0.689
59 C 6.189 -11.319 15.428  -0.384
60 C 5.918 -10.253 14.482  0.319
61 C 5.988 -10.559 13.144  -0.336
62 C 6.674 -11.761 12.803  -0.519
63 C 5.443 -8.924 14.925  1.313
64 O 5.354 -8.629 16.154  -0.658
65 O 5.176 -8.033 14.044  -0.694
66 H 6.561 -13.377 15.791  0.495
67 H 6.205 -10.931 16.488  0.308
68 H 5.720 -9.776 12.391  0.421
69 H 6.848 -11.873 11.718  0.410
70 S 4.020 0.563 17.024  -0.098
71 C 5.316 0.806 18.207  -0.432
72 C 5.797 -0.422 18.653  -0.409
73 N 4.958 -1.457 18.360  -0.054
74 C 3.987 -1.095 17.518  -0.382
75 H 5.505 1.813 18.619  0.429
76 H 6.639 -0.715 19.263  0.383
77 H 3.300 -1.834 17.151  0.580

- ΔE to the lowest compared entry with this formula, charge and spin: 0.00 kJ/mol
- Charge: +2
- Lowest unoccupied orbital energy: -8.775 eV

***

(2)
The following is a DFT calculation (ωB97M-V/def2-TZVPD) of C37H28Cl4N5O9S5SbZr as an isolated structure.

Each line ends with the Mulliken charge.
Geometry (Å):
1 Zr 0.611 -1.618 -1.270  0.585
2 O -4.959 -1.026 -2.940  -0.589
3 C -4.522 0.150 -2.522  0.383
4 O -5.094 1.178 -2.800  -0.646
5 C -3.335 0.128 -1.628  0.086
6 C -2.747 1.212 -0.991  0.180
7 Cl -3.094 2.863 -1.190  -0.134
8 N -1.736 0.759 -0.213  1.107
9 N -1.588 -0.569 -0.387  0.056
10 C -2.527 -0.946 -1.232  0.120
11 C -2.400 -2.363 -1.705  0.284
12 O -3.364 -2.915 -2.246  -0.898
13 O -1.252 -2.850 -1.485  -0.320
14 C -0.958 1.469 0.820  -0.281
15 C -1.849 2.425 1.540  -0.737
16 C -1.323 3.214 2.458  -1.427
17 C 0.137 3.112 2.655  0.014
18 C 1.473 2.214 1.307  -1.900
19 C 0.500 1.754 0.225  0.584
20 H -4.403 -1.797 -2.608  0.448
21 H -2.912 2.381 1.360  0.572
22 H -1.930 3.880 3.059  0.414
23 H 0.461 3.524 3.608  0.723
24 H 2.498 1.946 1.041  0.832
25 H 1.699 0.061 0.641  0.198
26 S 4.198 4.244 0.055  -0.667
27 Sb 4.191 3.262 -2.003  0.507
28 S 3.062 -1.330 -0.676  -0.544
29 S 2.328 0.184 -1.882  -0.033
30 S 2.759 4.369 -3.384  -0.695
31 Cl 1.921 -7.374 3.586  -0.278
32 C 1.695 -6.252 2.264  0.345
33 C 1.019 -5.066 2.482  -0.873
34 C 0.857 -4.202 1.418  0.214
35 Cl -0.017 -2.714 1.629  0.299
36 C 1.336 -4.444 0.114  -0.404
37 O 1.172 -3.621 -0.853  -0.128
38 C 2.017 -5.676 -0.035  0.320
39 Cl 2.644 -6.069 -1.600  -0.225
40 C 2.193 -6.562 1.009  -0.785
41 H 0.625 -4.818 3.457  0.487
42 H 2.723 -7.489 0.842  0.440
43 C -4.480 -1.658 3.721  -1.467
44 C -3.294 -0.879 4.219  0.417
45 C -2.008 -1.399 4.124  -0.110
46 C -0.902 -0.664 4.526  -0.542
47 C -1.059 0.633 4.997  0.597
48 N 0.051 1.424 5.395  -0.056
49 C 1.354 1.294 4.924  0.068
50 O 2.292 1.327 5.705  -0.747
51 N 1.531 1.120 3.580  0.175
52 C 0.720 1.618 2.486  1.163
53 C 1.086 3.649 1.478  -0.439
54 C 0.667 3.987 0.046  -1.202
55 C 0.539 2.902 -0.735  -0.581
56 N 0.716 0.255 0.442  1.000
57 C -0.113 0.538 1.682  -0.838
58 C -2.342 1.149 5.132  -0.428
59 C -3.443 0.397 4.757  -0.696
60 H -4.331 -2.730 3.849  0.365
61 H -4.641 -1.477 2.656  0.237
62 H -5.392 -1.372 4.247  0.415
63 H -1.860 -2.395 3.721  0.480
64 H 0.091 -1.089 4.447  0.378
65 H 0.071 1.676 6.371  0.289
66 H 2.507 0.982 3.360  0.309
67 H 1.848 4.329 1.848  0.513
68 H 0.611 5.000 -0.328  0.380
69 H 0.350 2.886 -1.797  0.637
70 H -0.546 -0.305 2.197  -0.318
71 H -2.467 2.158 5.507  0.392
72 H -4.436 0.821 4.855  0.330
73 C 3.654 2.662 -6.782  -1.405
74 C 2.786 1.562 -6.245  1.062
75 C 1.398 1.643 -6.332  -0.785
76 C 0.593 0.696 -5.727  -0.757
77 C 1.180 -0.347 -5.024  -0.034
78 C 2.557 -0.474 -4.957  -0.436
79 C 3.349 0.477 -5.580  -0.515
80 S 0.111 -1.394 -4.102  1.560
81 O -0.485 -0.546 -3.028  -0.066
82 O -0.842 -1.969 -5.000  -0.739
83 O 0.969 -2.353 -3.341  -0.692
84 H 3.116 3.274 -7.507  0.357
85 H 4.553 2.265 -7.258  0.373
86 H 3.948 3.312 -5.953  0.223
87 H 0.946 2.483 -6.845  0.276
88 H -0.486 0.778 -5.768  0.418
89 H 2.995 -1.283 -4.390  0.472
90 H 4.427 0.404 -5.497  0.331

- ΔE to the lowest compared entry with this formula, charge and spin: 518.34 kJ/mol
- Charge: -2
- Lowest unoccupied orbital energy: 3.533 eV

***

(3)
The following is a DFT calculation (ωB97M-V/def2-TZVPD) of a 7-piece molecular cluster, C37H28FO28PS overall at a distorted geometry.

Each line ends with the Mulliken charge.
Geometry (Å):
1 O 1.651 0.183 -1.244  -0.466
2 S 1.953 -0.892 -2.090  1.019
3 O 2.309 -0.571 -3.410  -0.564
4 F 3.179 -1.643 -1.493  -0.199
5 P 0.401 -2.360 -1.900  -0.004
6 C -1.233 -1.576 -2.400  -0.178
7 O -1.427 -0.319 -1.891  -0.220
8 O -0.841 0.581 -2.832  -0.334
9 H 0.719 -3.298 -2.906  0.081
10 H -1.986 -2.210 -1.958  0.128
11 H -1.376 -1.626 -3.472  0.404
12 H -1.111 1.435 -2.461  0.318
13 C 6.838 3.157 1.032  -1.090
14 C 5.845 3.301 1.916  0.328
15 C 4.456 2.806 1.636  0.987
16 O 3.608 2.955 2.496  -0.634
17 C 4.194 2.177 0.349  -1.036
18 C 5.187 2.036 -0.539  0.287
19 C 6.580 2.508 -0.242  1.153
20 O 7.446 2.337 -1.082  -0.618
21 O 5.002 1.475 -1.728  -0.484
22 O 6.017 3.889 3.098  -0.580
23 H 7.851 3.511 1.202  0.509
24 H 3.187 1.838 0.148  0.621
25 H 5.869 1.489 -2.180  0.238
26 H 5.144 3.858 3.537  0.355
27 C 7.887 3.260 -4.177  -0.856
28 C 6.997 2.728 -5.021  0.362
29 C 6.621 3.402 -6.308  0.943
30 O 5.819 2.852 -7.036  -0.623
31 C 7.238 4.686 -6.615  -0.930
32 C 8.125 5.221 -5.768  0.228
33 C 8.518 4.533 -4.493  0.944
34 O 9.343 5.073 -3.779  -0.575
35 O 8.717 6.388 -5.993  -0.587
36 O 6.389 1.572 -4.773  -0.545
37 H 8.160 2.777 -3.249  0.543
38 H 6.949 5.172 -7.536  0.430
39 H 9.310 6.539 -5.231  0.346
40 H 5.793 1.407 -5.531  0.340
41 C -3.499 -5.117 2.566  -1.061
42 C -2.639 -4.859 1.573  0.368
43 C -3.097 -4.316 0.251  1.099
44 O -2.253 -4.089 -0.600  -0.600
45 C -4.517 -4.092 0.048  -1.059
46 C -5.380 -4.353 1.041  0.377
47 C -4.921 -4.873 2.371  1.099
48 O -5.771 -5.066 3.214  -0.564
49 O -6.684 -4.171 0.927  -0.556
50 O -1.332 -5.061 1.689  -0.587
51 H -3.182 -5.507 3.522  0.443
52 H -4.835 -3.715 -0.913  0.453
53 H -7.073 -4.428 1.791  0.279
54 H -0.937 -4.791 0.838  0.325
55 C 10.750 5.084 -0.757  -1.140
56 C 12.049 5.294 -1.011  0.209
57 C 13.041 5.522 0.094  0.883
58 O 14.208 5.687 -0.203  -0.623
59 C 12.553 5.537 1.468  -1.040
60 C 11.255 5.331 1.718  0.333
61 C 10.274 5.079 0.612  1.128
62 O 9.105 4.879 0.896  -0.609
63 O 10.751 5.335 2.946  -0.590
64 O 12.549 5.313 -2.238  -0.552
65 H 10.023 4.916 -1.539  0.824
66 H 13.273 5.718 2.254  0.425
67 H 9.794 5.161 2.849  0.345
68 H 13.506 5.479 -2.135  0.352
69 C -7.344 -2.719 5.536  -1.103
70 C -7.465 -1.734 6.436  0.443
71 C -8.701 -0.884 6.519  0.995
72 O -8.748 -0.020 7.373  -0.617
73 C -9.774 -1.136 5.570  -0.882
74 C -9.653 -2.118 4.668  0.099
75 C -8.427 -2.984 4.603  1.148
76 O -8.385 -3.871 3.772  -0.600
77 O -10.595 -2.394 3.778  -0.446
78 O -6.513 -1.443 7.311  -0.576
79 H -6.462 -3.339 5.468  0.487
80 H -10.652 -0.507 5.628  0.448
81 H -10.267 -3.150 3.251  0.289
82 H -6.855 -0.697 7.841  0.357
83 C -11.673 -5.642 0.179  -1.087
84 C -11.972 -5.772 -1.121  0.422
85 C -12.632 -4.667 -1.896  0.976
86 O -12.857 -4.848 -3.076  -0.612
87 C -12.971 -3.439 -1.192  -0.954
88 C -12.674 -3.311 0.107  0.384
89 C -11.992 -4.406 0.873  1.056
90 O -11.739 -4.209 2.048  -0.668
91 O -12.958 -2.217 0.802  -0.568
92 O -11.709 -6.872 -1.808  -0.573
93 H -11.197 -6.428 0.746  0.452
94 H -13.460 -2.656 -1.755  0.427
95 H -12.637 -2.380 1.712  0.337
96 H -12.023 -6.702 -2.718  0.364

- ΔE to the lowest compared entry with this formula, charge and spin: 40.92 kJ/mol
- Lowest unoccupied orbital energy: -1.753 eV
- Structure (SMILES): O=C1C=C(O)C(=O)C=C1O.O=C1C=C(O)C(=O)C=C1O.O=C1C=C(O)C(=O)C=C1O.O=C1C=C(O)C(=O)C=C1O.O=C1C=C(O)C(=O)C=C1O.O=C1C=C(O)C(=O)C=C1O.O=S(=O)(F)PCOO

***

Calculated HOMO-LUMO gap in order - 4.368 6.027 7.508 eV